{
  "formula": "C45H36CeCl2N4O2P2",
  "method": "wB97M-V/def2-TZVPD",
  "species": ["Ce", "Cl", "C", "C", "C", "N", "C", "O", "C", "C", "C", "C", "C", "N", "C", "C", "C", "Cl", "N", "C", "O", "C", "C", "C", "C", "C", "N", "H", "H", "H", "H", "H", "H", "H", "H", "H", "H", "C", "C", "P", "C", "C", "C", "C", "C", "C", "C", "C", "C", "C", "C", "C", "C", "P", "C", "C", "C", "C", "C", "C", "C", "C", "C", "C", "C", "C", "H", "H", "H", "H", "H", "H", "H", "H", "H", "H", "H", "H", "H", "H", "H", "H", "H", "H", "H", "H", "H", "H", "H", "H", "H", "H"],
  "positions_angstrom": [[-16.46237, -5.61263, -14.15740], [-15.66270, -8.34523, -7.63681], [-15.97153, -7.03993, -8.74434], [-16.85544, -7.19719, -9.82353], [-16.54019, -6.55743, -11.04129], [-16.98833, -7.08404, -12.26601], [-17.35018, -8.31919, -12.62088], [-18.01159, -9.16109, -12.05998], [-16.83995, -8.80137, -13.94826], [-17.27208, -10.05718, -14.42695], [-17.05269, -10.44840, -15.73206], [-16.41233, -9.55294, -16.57142], [-16.09935, -8.29353, -16.08317], [-16.21272, -7.94855, -14.80733], [-15.77152, -5.36918, -11.02396], [-14.96017, -5.12080, -9.86397], [-15.05461, -5.93709, -8.71201], [-13.77848, -5.83843, -7.54120], [-15.54537, -4.68485, -12.19275], [-15.02321, -3.36209, -12.31722], [-14.86616, -2.53621, -11.39914], [-14.74727, -3.00412, -13.70787], [-14.87686, -1.68618, -14.17404], [-14.80579, -1.43317, -15.55404], [-14.52202, -2.51275, -16.45735], [-14.48173, -3.76297, -15.91065], [-14.56272, -4.05375, -14.58960], [-17.50534, -8.05777, -9.81004], [-17.90008, -10.68197, -13.77916], [-17.28437, -11.44837, -16.04005], [-16.06035, -9.96036, -17.55934], [-15.56340, -7.56750, -16.69314], [-14.50024, -4.19465, -10.01835], [-15.11256, -0.87572, -13.48968], [-14.78496, -0.38744, -15.92285], [-14.51509, -2.25940, -17.51918], [-14.28820, -4.62360, -16.52218], [-17.90287, -3.76638, -17.70904], [-19.14843, -4.29777, -17.04131], [-19.16400, -4.47057, -15.08901], [-20.63389, -5.49497, -14.84101], [-21.59947, -5.08753, -13.92882], [-22.69742, -5.90936, -13.63290], [-22.64725, -7.28090, -14.06789], [-21.67137, -7.66917, -14.96692], [-20.68216, -6.82350, -15.32177], [-19.48246, -2.81557, -14.53466], [-19.09837, -2.51796, -13.23035], [-19.03846, -1.17534, -12.79355], [-19.35891, -0.10464, -13.65663], [-19.82153, -0.38375, -14.94687], [-19.93949, -1.72385, -15.34805], [-17.67083, -4.52377, -19.06255], [-17.37626, -6.28219, -18.66387], [-15.91638, -6.73256, -19.68559], [-15.90327, -8.04141, -20.28687], [-14.72441, -8.61512, -20.72283], [-13.67302, -7.72920, -20.97282], [-13.62820, -6.47883, -20.34612], [-14.73483, -5.95068, -19.72418], [-18.73264, -7.17148, -19.52040], [-19.69848, -7.95892, -18.86198], [-20.97658, -8.19626, -19.49501], [-21.23784, -7.74966, -20.77373], [-20.24974, -7.08588, -21.46339], [-18.93897, -6.92680, -20.90508], [-17.02047, -3.86892, -17.04048], [-18.09656, -2.67485, -17.95321], [-19.39214, -5.33207, -17.33917], [-20.09083, -3.83873, -17.45515], [-21.54266, -4.10561, -13.52874], [-23.57332, -5.54503, -13.05946], [-23.36144, -7.88987, -13.60151], [-21.81244, -8.61340, -15.46264], [-19.91413, -7.27395, -16.03287], [-18.72995, -3.29871, -12.62189], [-18.71515, -1.07383, -11.77899], [-19.07736, 0.91239, -13.27747], [-19.95185, 0.43282, -15.64872], [-20.41451, -1.94926, -16.31067], [-16.78648, -4.15409, -19.60930], [-18.56461, -4.37485, -19.67113], [-16.85298, -8.56984, -20.40615], [-14.57556, -9.70116, -20.89300], [-12.83572, -8.10942, -21.55809], [-12.75479, -5.89511, -20.53575], [-14.68060, -5.06802, -19.07164], [-19.57392, -8.10466, -17.76266], [-21.73771, -8.64329, -18.85064], [-22.20459, -7.98486, -21.22441], [-20.39530, -6.70365, -22.47244], [-18.17387, -6.54230, -21.52501]],
  "mulliken_charge": [0.29, -0.14, 0.42, -1.12, 0.57, 0.20, 0.23, -0.63, 0.54, -0.71, -0.54, -0.56, -0.16, -0.03, 0.38, -0.93, -0.10, -0.13, 0.23, 0.02, -0.60, 0.81, -0.69, -0.45, -0.54, -0.18, -0.36, 0.58, 0.49, 0.53, 0.37, 0.91, 0.67, 0.52, 0.45, 0.48, 0.81, 0.49, -0.93, 1.11, 0.55, -0.69, -0.69, -0.69, -0.78, 0.45, 0.21, -0.60, -0.69, -0.54, -0.62, -0.38, -1.68, 2.04, 0.39, -0.88, -0.59, -0.54, -0.75, -0.24, 0.05, 0.08, -0.62, -0.50, -0.65, -0.75, -0.57, 0.51, -0.16, 0.56, 0.45, 0.39, 0.48, 0.49, -0.33, 0.71, 0.46, 0.37, 0.43, 0.39, 0.72, 0.50, 0.35, 0.38, 0.39, 0.41, 0.17, 0.04, 0.38, 0.41, 0.40, 0.49],
  "lumo_ev": [-8.24, -8.29],
  "charge": 2,
  "e_homo_ev": [-12.72, -12.72]
}

---

{
  "formula": "C45H37F6N5O6PReS4Si",
  "method": "wB97M-V/def2-TZVPD",
  "species": ["Re", "C", "O", "C", "S", "S", "H", "H", "H", "F", "P", "F", "F", "F", "F", "F", "C", "C", "C", "C", "C", "C", "Si", "C", "C", "C", "C", "C", "C", "C", "C", "C", "C", "C", "C", "H", "H", "H", "H", "H", "H", "H", "H", "H", "H", "H", "H", "H", "H", "H", "O", "C", "O", "C", "N", "C", "C", "O", "N", "C", "C", "C", "C", "C", "C", "C", "C", "C", "C", "C", "C", "H", "H", "H", "H", "H", "H", "H", "H", "H", "H", "H", "N", "C", "C", "C", "C", "C", "C", "S", "O", "O", "N", "C", "S", "C", "C", "N", "H", "H", "H", "H", "H", "H", "H", "H"],
  "positions_angstrom": [[-1.34314, -0.96666, 0.53253], [1.38220, 5.47349, 1.38946], [1.39688, 4.24129, 0.64874], [0.39605, 4.02031, -0.16924], [-0.87721, 4.96428, -0.54595], [0.35248, 2.48348, -0.94776], [2.20253, 5.39581, 2.09494], [0.43637, 5.59069, 1.91235], [1.52907, 6.31693, 0.71725], [-0.52976, 0.89851, 1.55228], [-0.08150, 0.27873, 3.08097], [0.30378, -0.39085, 4.46138], [1.28252, 1.07907, 2.95939], [-1.50028, -0.57203, 2.99485], [0.59356, -0.98724, 2.28444], [-0.82054, 1.48525, 3.76524], [-3.79844, 2.97221, -3.54170], [-2.67027, 2.19669, -3.33095], [-2.60569, 1.33798, -2.23927], [-3.65323, 1.24187, -1.32211], [-4.78453, 2.03226, -1.55835], [-4.86333, 2.87954, -2.65383], [-3.47111, 0.23464, 0.28345], [-5.04136, -0.75493, 0.71044], [-6.28221, -0.11967, 0.82464], [-7.41772, -0.81308, 1.21755], [-7.33615, -2.16024, 1.54661], [-6.11303, -2.80641, 1.46696], [-4.98857, -2.11151, 1.03776], [-3.51930, 1.60159, 1.61136], [-3.95714, 1.33920, 2.91190], [-3.95715, 2.32864, 3.88520], [-3.51818, 3.60945, 3.57798], [-3.07866, 3.89197, 2.29177], [-3.07904, 2.89593, 1.32340], [-3.85262, 3.64200, -4.39140], [-1.83454, 2.25327, -4.02038], [-1.73324, 0.71043, -2.11944], [-5.62243, 1.99758, -0.87386], [-5.75716, 3.47152, -2.81114], [-6.36831, 0.94305, 0.63832], [-8.36818, -0.29637, 1.27640], [-8.21859, -2.69420, 1.87743], [-6.03132, -3.85110, 1.74435], [-4.04637, -2.63572, 0.95742], [-4.31491, 0.34665, 3.16882], [-4.29966, 2.09797, 4.88745], [-3.52319, 4.38365, 4.33582], [-2.74192, 4.89061, 2.03372], [-2.73893, 3.13634, 0.32062], [-0.67351, -1.09922, -2.36641], [-1.12850, -1.68832, -1.40946], [1.24434, -2.57361, 0.03458], [1.81474, -1.50949, -0.05982], [3.15373, -1.28856, 0.02879], [3.48132, 0.11796, -0.01700], [2.06748, 0.63417, -0.27886], [1.90155, 1.91495, -0.48653], [1.15588, -0.26617, -0.28422], [4.48832, 0.43192, -1.12287], [5.83156, 0.14550, -0.89100], [6.78597, 0.42472, -1.85565], [6.40976, 1.00271, -3.06218], [5.07181, 1.27266, -3.30505], [4.11201, 0.98261, -2.34249], [3.95955, 0.67935, 1.33314], [4.16942, -0.15323, 2.42289], [4.62087, 0.37202, 3.62664], [4.85780, 1.73091, 3.74933], [4.63200, 2.56761, 2.66320], [4.19109, 2.04674, 1.45883], [3.82514, -2.02012, 0.18238], [6.12800, -0.29103, 0.05650], [7.82841, 0.20367, -1.66014], [7.15786, 1.24956, -3.80454], [4.76704, 1.71750, -4.24470], [3.06969, 1.18644, -2.55639], [3.95159, -1.21102, 2.35259], [4.77701, -0.28522, 4.47306], [5.20475, 2.14198, 4.68833], [4.80146, 3.63379, 2.75831], [4.00969, 2.70709, 0.61961], [5.01827, -3.34966, -3.04520], [3.65055, -3.52523, -3.09693], [3.06471, -4.66996, -2.54392], [1.69250, -4.79522, -2.49338], [0.90026, -3.78408, -3.02038], [1.45962, -2.65216, -3.60682], [2.83122, -2.52545, -3.63957], [-0.83180, -3.95874, -2.97437], [-1.42545, -3.31277, -4.09087], [-1.15301, -5.32554, -2.67004], [-1.36397, -3.11942, -1.56539], [-1.57222, -3.74852, -0.36673], [-1.62056, -5.41333, 0.01373], [-1.85480, -5.01793, 1.68456], [-1.90062, -3.69177, 1.86012], [-1.74956, -2.96644, 0.68646], [5.58502, -4.16895, -2.91512], [5.41561, -2.64561, -3.64253], [3.70005, -5.45591, -2.15123], [1.22688, -5.66675, -2.05304], [0.80746, -1.89135, -4.01466], [3.29075, -1.64332, -4.07162], [-1.94305, -5.79351, 2.42793], [-2.03219, -3.15917, 2.79030]],
  "mulliken_charge": [0.54, -0.84, -0.17, 0.17, -0.13, 0.30, 0.21, 0.34, 0.37, -0.75, 1.73, -0.41, -0.28, -0.39, -0.25, -0.33, -0.66, -0.81, 0.51, 0.18, -0.09, -0.88, 0.80, 0.47, -0.38, -0.89, -0.57, -0.70, 0.12, 0.40, -0.32, -0.67, -0.61, -0.53, 0.08, 0.37, 0.42, 0.08, 0.07, 0.44, 0.23, 0.40, 0.37, 0.43, 0.21, 0.35, 0.38, 0.38, 0.41, -0.03, -0.63, -0.37, -0.57, -1.46, 0.70, 1.79, -1.09, -0.08, 1.24, -0.05, -0.34, -0.97, -0.57, -1.09, -0.14, 0.43, -0.33, -0.89, -0.64, -0.87, -0.01, 0.45, 0.49, 0.44, 0.43, 0.47, 0.65, 0.29, 0.43, 0.40, 0.46, 0.42, -0.48, 1.08, -0.78, -0.44, -0.41, -0.38, -0.51, 1.21, -0.67, -0.78, 0.16, 0.75, -0.07, -0.30, -1.29, 0.88, 0.21, 0.22, 0.32, 0.49, 0.51, 0.28, 0.51, 0.48],
  "lumo_ev": [0.10, -0.59],
  "s2": 2.019,
  "charge": 0,
  "spin_multiplicity": 3,
  "e_homo_ev": [-8.31, -7.64]
}

---

{
  "formula": "C45H38AsN4Re",
  "method": "wB97M-V/def2-TZVPD",
  "species": ["Re", "C", "C", "C", "C", "C", "C", "C", "N", "N", "C", "C", "C", "C", "C", "C", "N", "C", "C", "C", "C", "C", "C", "N", "H", "H", "H", "H", "H", "H", "H", "H", "H", "H", "H", "H", "H", "H", "H", "H", "H", "H", "H", "H", "C", "C", "C", "C", "C", "C", "C", "C", "H", "H", "H", "H", "H", "C", "C", "C", "C", "C", "C", "As", "C", "C", "C", "C", "C", "C", "C", "C", "C", "C", "C", "C", "H", "H", "H", "H", "H", "H", "H", "H", "H", "H", "H", "H", "H"],
  "positions_angstrom": [[1.06873, -0.74431, 0.77708], [-0.36827, -0.49971, 3.45038], [0.52373, 0.64909, 3.90938], [1.07493, 1.60899, 2.88628], [1.19893, 2.93219, 3.30448], [1.84903, 3.85769, 2.51318], [2.39773, 3.42089, 1.31568], [2.22133, 2.10369, 0.94638], [1.54623, 1.20999, 1.69288], [0.32963, -1.55891, 2.70608], [-0.64687, -2.58971, 2.30238], [-0.05797, -3.46721, 1.23098], [-0.20097, -4.84491, 1.23898], [0.33713, -5.58031, 0.19098], [0.97613, -4.90241, -0.84042], [1.09703, -3.52581, -0.76582], [0.60193, -2.81691, 0.25518], [1.39703, -2.20071, 3.51038], [2.77433, -2.02911, 2.91618], [3.89483, -2.48791, 3.60038], [5.14663, -2.35231, 3.02378], [5.24483, -1.74651, 1.77708], [4.09033, -1.31601, 1.15448], [2.88113, -1.45921, 1.70988], [-1.14667, -0.08511, 2.79598], [-0.86297, -0.92671, 4.33368], [1.38973, 0.27219, 4.46638], [-0.07757, 1.22759, 4.61318], [0.79863, 3.21519, 4.26468], [1.94613, 4.88349, 2.82398], [2.95563, 4.08859, 0.68038], [2.64173, 1.72709, 0.02198], [-1.53017, -2.09101, 1.87648], [-0.97617, -3.18791, 3.16088], [-0.71327, -5.33071, 2.05618], [0.26403, -6.65711, 0.18228], [1.39843, -5.43161, -1.68222], [1.60363, -2.95981, -1.53732], [1.20933, -3.27971, 3.58188], [1.39063, -1.82091, 4.53898], [3.77603, -2.94791, 4.56968], [6.02493, -2.70521, 3.53998], [6.20233, -1.61661, 1.29878], [4.12423, -0.84631, 0.17848], [1.47363, -0.40231, -1.16562], [1.31373, -0.38181, -2.39152], [0.91263, -0.47081, -3.72562], [1.58043, 0.10709, -4.82032], [1.07543, -0.05721, -6.09222], [-0.09537, -0.78131, -6.30282], [-0.77417, -1.34451, -5.22322], [-0.28387, -1.19501, -3.94822], [2.48453, 0.67389, -4.66362], [1.59343, 0.37089, -6.93602], [-0.48227, -0.90401, -7.30322], [-1.68097, -1.90771, -5.38692], [-0.80567, -1.62091, -3.09912], [-3.19727, 3.94089, 2.68238], [-2.17947, 4.30139, 1.81448], [-1.56957, 3.34129, 1.02698], [-1.98957, 2.01679, 1.08578], [-3.01067, 1.65449, 1.96228], [-3.60967, 2.61949, 2.75628], [-1.15477, 0.71499, -0.12472], [-2.68717, 0.09699, -1.16012], [-3.71687, -0.72921, -0.75262], [-4.80807, -0.93571, -1.59662], [-4.85497, -0.32851, -2.84602], [-3.82427, 0.49029, -3.26352], [-2.72387, 0.71779, -2.43232], [-1.63407, 1.62999, -2.71982], [-1.45427, 2.34239, -3.91012], [-0.43797, 3.27149, -4.01722], [0.42573, 3.49139, -2.95122], [0.29313, 2.74819, -1.78292], [-0.72117, 1.82079, -1.65882], [-3.67297, 4.68959, 3.29598], [-1.86647, 5.33219, 1.74538], [-0.78507, 3.63089, 0.33988], [-3.36197, 0.62769, 2.00318], [-4.40687, 2.34389, 3.42908], [-3.70237, -1.20231, 0.22388], [-5.62837, -1.56161, -1.27982], [-5.71157, -0.48151, -3.48532], [-3.87497, 0.97349, -4.22612], [-2.11787, 2.18439, -4.74542], [-0.31707, 3.83739, -4.92782], [1.20043, 4.24049, -3.02312], [0.99203, 2.90629, -0.97402]],
  "mulliken_charge": [3.09, -0.92, -1.24, 1.00, -1.02, -0.87, -0.43, -0.58, 0.15, -0.17, -1.63, 1.14, -0.91, -0.58, -0.93, -0.14, -0.03, -1.81, 1.10, -1.01, -0.42, -0.90, -0.08, 0.04, 0.02, 0.50, 0.28, 0.82, 0.57, 0.50, 0.54, 0.61, 0.35, 0.55, 0.57, 0.48, 0.51, 0.49, 0.63, 0.71, 0.57, 0.48, 0.49, 0.51, -1.06, -0.07, 0.65, -0.19, -0.76, -0.51, -0.74, -0.16, 0.55, 0.47, 0.47, 0.47, 0.41, -0.75, -0.82, -0.21, 0.97, -0.20, -0.93, 1.95, 0.15, -0.61, -0.86, -1.04, -0.70, 1.05, 0.11, -0.71, -1.14, -1.05, 0.16, -0.47, 0.46, 0.50, 0.38, 0.34, 0.49, 0.37, 0.47, 0.46, 0.48, 0.52, 0.46, 0.50, 0.09],
  "lumo_ev": [-7.83, -10.12],
  "s2": 3.822,
  "charge": 3,
  "spin_multiplicity": 4,
  "e_homo_ev": [-15.16, -15.16]
}